1.
Below is a 2-piece molecular cluster, C6H17NSi overall at a distorted geometry, with properties calculated with ωB97M-V/def2-TZVPD.

Geometry as XYZ:
```
25
Properties=species:S:1:pos:R:3:mulliken_charge:R:1
C -3.58 0.92 0.88 -1.2586
C 1.68 -0.42 0.87 -0.9108
C 3.63 0.62 -0.22 -1.5358
C -2.06 0.71 0.63 -0.2984
C 1.46 0.46 -1.43 -1.1402
C 2.05 0.75 -0.08 0.7469
N -1.86 -2.40 -0.36 -0.5530
Si -1.87 -0.67 -0.84 0.1386
H -3.72 1.23 1.88 0.3974
H -4.04 1.60 0.19 0.3312
H -4.24 0.01 0.91 0.3238
H 1.32 0.10 1.81 0.2010
H 2.56 -1.09 1.08 0.3726
H 0.89 -1.09 0.45 0.0273
H 3.96 -0.42 -0.62 0.3115
H 4.14 0.79 0.71 0.4065
H 4.21 1.21 -0.82 0.4581
H -1.59 0.42 1.62 0.2640
H -1.79 1.76 0.35 0.2919
H 1.26 1.20 -2.20 0.3050
H 1.39 -0.62 -1.76 0.3417
H 1.70 1.64 0.41 0.3987
H -0.86 -2.78 -0.38 0.2573
H -2.24 -2.68 0.52 0.2625
H -3.12 -0.63 -1.71 -0.1392
```

Summary:
Relative energy (zero: lowest compared OMol25 entry of this formula, charge and spin)   411.10 kJ/mol
Strongest force on any atom   0.0653 Eh/bohr
DFT total energy   -582.89238 hartree
Highest occupied orbital energy (alpha / beta)   -7.94 / -7.32 eV
Frontier orbital gap (alpha / beta)   0.2823 / 0.2875 Eh

2.
Below is C6H18Cl3GeN4Pt as an isolated structure, with properties calculated with ωB97M-V/def2-TZVPD.

Geometry as XYZ:
```
33
Properties=species:S:1:pos:R:3:mulliken_charge:R:1
Pt 0.44 -0.68 -0.23 0.8734
N 0.19 -0.92 -2.27 -0.5241
C -1.09 -1.67 -2.50 -0.7191
C -1.54 -2.35 -1.22 -0.6890
N -1.48 -1.38 -0.07 0.0527
C -1.62 -2.07 1.27 -0.7397
C -0.28 -2.25 1.95 -0.6898
N 0.48 -0.97 1.81 -0.4745
C -2.60 -0.38 -0.20 -0.6257
C -2.40 0.92 0.55 -0.9461
N -1.33 1.73 -0.03 -0.4064
H 0.98 -1.45 -2.64 0.3908
H 0.18 -0.05 -2.79 0.3144
H -1.83 -0.95 -2.84 0.4053
H -0.97 -2.40 -3.30 0.4625
H -2.56 -2.74 -1.32 0.3611
H -0.88 -3.19 -0.97 0.4266
H -2.25 -1.44 1.89 0.4222
H -2.14 -3.02 1.14 0.3604
H -0.43 -2.52 3.00 0.4581
H 0.31 -3.04 1.48 0.3840
H 0.02 -0.22 2.32 0.2605
H 1.41 -1.05 2.21 0.3853
H -2.76 -0.17 -1.26 0.3831
H -3.50 -0.88 0.16 0.4095
H -3.36 1.43 0.55 0.4830
H -2.17 0.73 1.60 0.3575
H -1.68 2.24 -0.84 0.2444
H -1.02 2.44 0.62 0.2304
Cl 4.87 2.63 0.24 -0.1461
Ge 2.83 2.21 0.00 0.8431
Cl 1.77 2.43 1.86 -0.2320
Cl 2.72 -0.05 -0.39 -0.3160
```

Summary:
Relative energy (zero: lowest compared OMol25 entry of this formula, charge and spin)   3.00 kJ/mol
Strongest force on any atom   0.0045 Eh/bohr
DFT total energy   -4034.79262 hartree
Highest occupied orbital energy (alpha / beta)   -15.73 / -15.76 eV
Spin multiplicity   2
Charge   +2
Frontier orbital gap (alpha / beta)   0.3394 / 0.2396 Eh
Expectation value of S²   0.75